7 unconnected molecules or ions with the total composition C19H26F13N7O3S2 at a distorted geometry, computed with ωB97M-V/def2-TZVPD.

XYZ file:
```
70
Properties=species:S:1:pos:R:3
N -1.837 0.330 -1.470
C -2.354 -1.044 -1.914
O -2.768 -1.840 -0.745
S -1.578 -2.972 -0.278
O -0.140 -2.516 -0.733
O -1.641 -3.049 1.458
C -1.375 -1.705 1.991
C -1.232 -1.610 3.619
C 0.219 -2.032 4.232
F 0.646 -3.306 3.541
F -0.084 -2.504 5.641
C 1.349 -0.906 4.386
F 2.633 -1.599 4.784
F 0.994 -0.068 5.593
C 1.618 0.155 3.171
F 2.558 1.154 3.823
F 0.401 0.947 2.885
C 2.442 -0.411 1.890
F 3.879 -0.527 2.348
F 2.084 -1.823 1.486
S 2.458 0.585 0.333
F 0.782 0.459 0.036
F 2.745 -0.903 -0.541
F 4.199 0.706 0.455
F 2.371 2.106 1.085
F 2.596 1.410 -1.170
H -1.111 0.685 -2.141
H -2.630 1.008 -1.375
H -1.640 -1.597 -2.660
H -3.354 -0.812 -2.522
H -2.321 -1.040 1.698
H -0.407 -1.242 1.528
H -1.537 -0.530 4.024
H -2.036 -2.346 4.105
C -2.530 3.476 1.735
C -3.250 2.555 0.840
N -3.819 1.827 0.133
H -2.458 3.078 2.753
H -1.509 3.663 1.388
H -3.031 4.448 1.803
C 6.722 -1.671 0.251
C 8.118 -1.835 -0.190
N 9.220 -1.965 -0.539
H 6.590 -1.975 1.295
H 6.393 -0.630 0.173
H 6.034 -2.274 -0.351
C -1.854 0.826 -5.555
C -2.837 -0.063 -4.913
N -3.614 -0.765 -4.407
H -1.961 0.828 -6.644
H -1.965 1.862 -5.217
H -0.826 0.521 -5.331
C -4.890 -6.324 0.707
C -3.743 -5.782 -0.040
N -2.836 -5.355 -0.630
H -4.588 -6.718 1.683
H -5.652 -5.559 0.889
H -5.377 -7.142 0.165
C 1.663 5.001 3.507
C 0.404 5.110 2.751
N -0.591 5.195 2.154
H 1.894 3.962 3.762
H 2.512 5.391 2.935
H 1.620 5.563 4.446
C 0.415 3.537 -8.314
C -0.733 3.724 -7.412
N -1.641 3.872 -6.699
H 0.096 3.411 -9.354
H 1.095 4.395 -8.287
H 1.001 2.652 -8.046
```

Calculated values
Highest occupied orbital energy   -8.9 eV
Electronic energy   -3442.74650 a.u.
Max |F|   6.11 eV Å⁻¹
Molar mass   711.6 g mol⁻¹